# 1
Below is 6 unconnected molecules or ions with the total composition C37H85NO10P at a distorted geometry, with properties calculated with ωB97M-V with the def2-TZVPD basis set.

Properties
- Kohn-Sham gap: 6.001 eV
- Net charge: -1

Last column: Löwdin charge in e.
Positions of all 134 atoms, in Å:
1 P 2.129 1.650 -0.342  0.522
2 O 1.966 -6.139 0.845  -0.087
3 O -2.560 -4.091 5.204  -0.074
4 O -3.199 -0.374 6.688  -0.065
5 O -4.417 2.673 10.227  -0.066
6 O -1.040 4.155 -7.442  -0.077
7 O -3.139 -3.376 2.870  -0.155
8 O -0.780 -0.468 -6.279  -0.077
9 O 3.815 -0.205 2.871  -0.209
10 O 0.565 1.641 0.494  -0.358
11 O 2.692 0.203 0.514  -0.354
12 N 4.164 3.223 0.849  -0.100
13 C 0.942 -7.964 -0.338  -0.068
14 C 1.654 -0.362 1.392  -0.369
15 C 4.389 -1.562 2.913  -0.242
16 C 0.179 0.376 1.162  -0.255
17 C 1.650 3.020 -1.589  -0.351
18 C 1.901 -0.587 -8.302  -0.262
19 C 3.079 -0.923 -7.212  -0.158
20 C 1.131 -3.092 1.551  -0.037
21 C 1.375 -1.845 0.742  -0.049
22 C 1.620 1.893 -7.116  -0.209
23 C 3.128 2.461 -6.817  -0.230
24 C 3.575 2.455 -5.240  -0.226
25 C 1.608 1.009 -8.535  -0.218
26 C -2.925 2.925 8.359  -0.058
27 C 1.677 -7.533 0.921  -0.497
28 C -2.365 0.501 2.117  -0.196
29 C -0.777 0.522 2.520  -0.132
30 C -2.759 5.749 -6.911  -0.071
31 C 5.435 -1.636 4.194  -0.110
32 C -3.436 -0.750 8.042  -0.510
33 C 2.974 -8.307 1.097  -0.068
34 C 2.777 3.327 -2.743  -0.266
35 C -1.965 4.065 -5.226  -0.058
36 C -4.934 -0.823 8.290  -0.062
37 C -3.163 -0.881 2.488  -0.166
38 C -2.226 -2.221 2.600  -0.183
39 C -2.240 4.336 -6.696  -0.503
40 C -2.763 -2.085 8.320  -0.062
41 C -2.553 -4.291 3.861  -0.136
42 C -2.581 -0.733 -4.709  -0.060
43 C -2.197 -0.582 -6.172  -0.497
44 C 2.343 2.589 -4.167  -0.222
45 C 2.660 2.925 1.008  -0.340
46 C -3.912 3.617 9.286  -0.501
47 C 2.340 -0.227 2.875  -0.133
48 C -3.257 4.770 10.031  -0.071
49 C -2.670 -1.769 -6.995  -0.067
50 H -0.384 4.792 -7.114  0.091
51 H -3.691 5.916 -6.362  0.078
52 H 1.406 -4.168 1.151  0.033
53 H 4.986 -2.386 4.986  0.068
54 H -3.848 -0.754 3.445  0.114
55 H 1.177 1.194 -6.287  0.096
56 H -1.200 4.747 -4.837  0.085
57 H 2.785 -9.382 1.174  0.078
58 H -1.613 -2.472 1.635  0.127
59 H 0.687 2.621 -2.167  0.078
60 H -0.386 -1.283 -5.925  0.095
61 H 4.165 -0.657 -7.598  0.077
62 H -3.587 -1.056 6.115  0.083
63 H 4.360 3.389 -0.172  0.027
64 H -2.973 3.614 -7.073  0.136
65 H 4.964 -1.714 1.879  0.134
66 H -2.121 -1.626 -4.273  0.083
67 H 4.305 3.386 -5.089  0.110
68 H 2.224 -1.130 -9.315  0.106
69 H -3.975 5.250 10.704  0.077
70 H 1.339 4.042 -1.109  0.067
71 H 3.499 -7.978 2.001  0.081
72 H -2.995 0.024 8.680  0.118
73 H -2.872 5.521 9.335  0.080
74 H -1.581 3.048 -5.088  0.077
75 H -5.407 0.141 8.074  0.076
76 H 1.035 -7.688 1.794  0.140
77 H 3.913 1.830 -7.451  0.099
78 H -2.873 4.180 -4.626  0.081
79 H -2.914 -2.394 9.359  0.077
80 H 4.221 1.474 -5.057  0.109
81 H 1.926 -1.124 3.523  0.116
82 H -2.376 -1.653 -8.044  0.079
83 H 1.549 -7.776 -1.231  0.081
84 H -2.213 -2.699 -6.640  0.081
85 H -0.552 1.623 2.924  0.127
86 H -5.405 -1.560 7.630  0.081
87 H 3.179 3.562 -7.224  0.104
88 H -2.076 -5.324 3.513  0.162
89 H -2.517 0.782 0.981  0.120
90 H -3.667 -0.807 -4.592  0.079
91 H -5.150 -1.095 9.328  0.079
92 H -3.407 2.089 7.839  0.064
93 H 2.308 1.500 -9.367  0.110
94 H -3.668 2.337 10.747  0.091
95 H -1.518 -2.146 3.553  0.124
96 H -2.941 5.935 -7.975  0.077
97 H 3.089 -2.094 -6.981  0.078
98 H 2.536 -5.992 0.073  0.101
99 H 3.884 3.118 -2.425  0.083
100 H -1.687 -2.021 8.126  0.084
101 H 2.958 -0.388 -6.173  0.067
102 H -4.763 3.989 8.706  0.140
103 H 3.446 1.548 -0.976  0.016
104 H 0.509 1.086 -8.986  0.105
105 H 3.653 -8.131 0.255  0.081
106 H 4.671 2.356 1.174  0.057
107 H -2.429 4.414 10.655  0.080
108 H 1.334 -1.919 -0.427  0.115
109 H 2.458 2.496 2.095  0.080
110 H -2.885 1.383 2.729  0.115
111 H -2.630 0.341 -6.574  0.137
112 H -0.469 -0.203 3.385  0.104
113 H -2.530 3.621 7.613  0.087
114 H 1.514 0.735 -1.274  0.011
115 H 1.518 3.261 -4.674  0.106
116 H 1.903 0.756 3.390  0.136
117 H 0.017 -7.390 -0.458  0.082
118 H -0.482 -0.190 0.377  0.133
119 H 2.722 4.496 -2.977  0.100
120 H -2.086 2.503 8.923  0.085
121 H 3.587 -2.427 2.974  0.111
122 H 0.902 -1.123 -7.940  0.089
123 H 1.930 1.520 -3.850  0.115
124 H -3.157 -2.867 7.661  0.069
125 H -3.759 -1.874 -6.947  0.077
126 H 0.637 -2.911 2.622  0.054
127 H 2.050 3.944 0.950  0.083
128 H 0.692 -9.029 -0.304  0.078
129 H 6.423 -2.154 3.778  0.072
130 H -2.223 0.123 -4.127  0.081
131 H -2.022 6.491 -6.582  0.081
132 H 0.899 2.813 -7.308  0.090
133 H -3.919 -1.080 1.585  0.121
134 H 5.687 -0.583 4.654  0.084

# 2
Below is a molecular structure, C24H32Cl2GaN3O3P, with properties calculated with ωB97M-V with the def2-TZVPD basis set.

Properties
- Kohn-Sham gap: 7.266 eV
- Net charge: +1

Last column: natural (NBO) charge in e.
Positions of all 66 atoms, in Å:
1 Ga -0.008 0.426 2.274  1.913
2 Cl -4.024 -0.980 0.240  0.044
3 Cl -3.149 -6.014 1.916  0.047
4 P 0.687 0.568 -0.818  2.523
5 O 0.721 -1.180 3.062  -0.673
6 O -1.601 -0.371 1.700  -0.815
7 O 0.967 0.549 0.689  -1.195
8 N -0.294 1.806 -1.202  -0.836
9 N 2.113 0.736 -1.568  -0.830
10 N -0.011 -0.823 -1.286  -0.832
11 C -0.026 1.977 3.479  -0.755
12 C -1.893 -1.637 1.765  0.397
13 C -3.061 -2.109 1.122  -0.106
14 C -0.788 1.459 4.637  -0.228
15 C 2.422 0.216 -2.911  -0.200
16 C 1.431 1.427 5.178  -0.233
17 C -1.399 -2.405 -2.322  -0.410
18 C 3.147 1.688 -1.101  -0.207
19 C 1.384 1.977 3.941  -0.240
20 C -1.109 -2.603 2.448  -0.239
21 C -1.050 -0.921 -2.332  -0.201
22 C 0.089 1.106 5.608  -0.241
23 C -2.357 2.906 -1.501  -0.408
24 C -1.560 2.085 -0.491  -0.223
25 C 0.548 -2.147 -0.951  -0.207
26 C -1.271 3.648 -2.279  -0.410
27 C 0.132 -2.281 3.063  0.465
28 C 3.916 0.490 -3.036  -0.409
29 C -1.508 -3.959 2.503  -0.165
30 C 4.076 1.824 -2.307  -0.412
31 C -3.427 -3.429 1.175  -0.161
32 C -2.648 -4.363 1.874  -0.075
33 C -0.062 -3.072 -2.002  -0.411
34 C -0.187 2.589 -2.451  -0.199
35 H 0.810 3.015 -2.560  0.209
36 H 0.648 -3.095 3.582  0.178
37 H 1.867 0.754 -3.687  0.185
38 H 2.219 2.341 3.360  0.230
39 H 4.478 -0.293 -2.523  0.211
40 H 3.661 1.275 -0.232  0.205
41 H -0.885 4.480 -1.687  0.211
42 H -0.394 1.966 -3.327  0.185
43 H -3.075 3.567 -1.021  0.234
44 H 5.103 2.029 -2.010  0.234
45 H -1.616 4.041 -3.233  0.233
46 H -1.358 2.671 0.412  0.191
47 H -0.654 -0.628 -3.310  0.186
48 H 2.171 -0.843 -2.984  0.207
49 H 4.245 0.523 -4.073  0.232
50 H 0.569 -3.098 -2.893  0.210
51 H -1.901 -0.283 -2.095  0.213
52 H 0.247 -2.440 0.058  0.186
53 H -1.828 -2.732 -3.267  0.234
54 H 3.745 2.643 -2.949  0.208
55 H -4.328 -3.753 0.670  0.257
56 H -2.063 1.165 -0.193  0.231
57 H -0.168 0.664 6.560  0.228
58 H -1.864 1.372 4.669  0.230
59 H -0.404 2.851 2.951  0.275
60 H 1.640 -2.134 -0.984  0.210
61 H 2.704 2.643 -0.809  0.204
62 H -2.908 2.239 -2.169  0.207
63 H 2.326 1.254 5.757  0.229
64 H -0.166 -4.093 -1.639  0.231
65 H -2.125 -2.607 -1.531  0.208
66 H -0.895 -4.674 3.038  0.240

# 3
Below is a molecular structure, C32H24ClF3N5O6PtS2, with properties calculated with ωB97M-V with the def2-TZVPD basis set.

Properties
- Kohn-Sham gap: 7.156 eV
- Net charge: +1

Last column: Löwdin charge in e.
Positions of all 74 atoms, in Å:
1 Pt -0.170 0.215 0.225  0.943
2 Cl -4.437 -3.757 0.289  0.882
3 S -1.222 2.278 1.710  0.755
4 S 1.683 1.546 0.102  0.783
5 F 1.939 -2.002 -4.273  0.196
6 F -0.034 -2.794 -4.702  0.193
7 F 1.334 -3.909 -3.443  0.209
8 O 0.162 -0.652 -2.853  0.137
9 O -1.199 -4.443 3.524  0.149
10 O 0.026 -2.502 -1.516  0.221
11 O 0.668 -0.693 1.821  -0.199
12 O 0.487 -2.407 3.217  0.112
13 O -3.064 -5.125 2.551  0.102
14 N -1.560 -1.286 0.583  -0.039
15 N 0.388 4.043 2.834  -0.088
16 N 2.048 4.080 0.628  -0.077
17 N -2.674 -1.789 0.028  -0.038
18 N -0.811 1.196 -1.615  0.103
19 C 3.160 4.127 -0.344  -0.100
20 C -1.195 -2.103 1.567  -0.112
21 C -3.557 0.212 -1.014  -0.044
22 C -0.569 4.293 3.926  -0.104
23 C -3.640 -1.889 -2.208  -0.038
24 C -3.021 -2.926 0.672  -0.555
25 C 6.930 4.228 1.701  -0.067
26 C 4.913 3.056 1.116  -0.036
27 C 0.068 -1.743 2.289  -0.522
28 C 1.581 4.888 2.840  -0.081
29 C -2.051 5.882 2.659  -0.038
30 C 6.126 3.098 1.785  -0.061
31 C 5.300 5.279 0.284  -0.046
32 C 1.306 3.023 0.855  -0.553
33 C -2.420 8.132 3.425  -0.072
34 C -1.611 7.892 4.524  -0.067
35 C -4.492 0.119 -3.226  -0.058
36 C -2.099 -3.170 1.682  -0.017
37 C 0.171 3.165 1.864  -0.671
38 C -4.148 0.845 -2.096  -0.061
39 C 6.519 5.317 0.949  -0.064
40 C -2.162 -4.338 2.629  -0.495
41 C -1.016 6.647 4.689  -0.046
42 C -3.302 -1.147 -1.086  -0.221
43 C 0.923 -2.702 -3.779  -0.566
44 C -2.640 7.125 2.492  -0.067
45 C 0.333 -2.002 -2.533  -0.288
46 C 4.493 4.151 0.363  -0.226
47 C -0.282 0.181 -1.945  -0.449
48 C -1.233 5.637 3.760  -0.224
49 C 1.866 5.299 1.425  -0.072
50 C -4.241 -1.246 -3.279  -0.054
51 H 4.983 6.129 -0.309  0.117
52 H -2.237 5.092 1.940  0.093
53 H 1.041 5.885 1.011  0.152
54 H 6.449 2.243 2.364  0.112
55 H -0.389 6.459 5.553  0.116
56 H -2.886 9.100 3.296  0.109
57 H 1.370 5.763 3.452  0.136
58 H -3.323 0.767 -0.115  0.095
59 H 3.063 3.278 -1.014  0.090
60 H -1.288 3.479 3.931  0.087
61 H -4.507 -1.817 -4.158  0.115
62 H -3.420 -2.947 -2.261  0.110
63 H 3.024 5.040 -0.925  0.139
64 H 2.428 4.346 3.270  0.151
65 H -0.001 4.261 4.858  0.138
66 H 7.879 4.255 2.219  0.111
67 H -4.959 0.614 -4.067  0.113
68 H -1.443 8.670 5.256  0.110
69 H 2.786 5.876 1.364  0.134
70 H 7.145 6.196 0.877  0.111
71 H -3.281 7.308 1.640  0.109
72 H -0.531 -3.711 3.476  0.071
73 H 4.298 2.165 1.176  0.091
74 H -4.345 1.907 -2.045  0.115

# 4
Below is a molecular structure, C3H6O2 at a distorted geometry, with properties calculated with ωB97M-V with the def2-TZVPD basis set.

Properties
- Kohn-Sham gap: 10.065 eV

Last column: natural (NBO) charge in e.
Positions of all 11 atoms, in Å:
1 O -0.077 1.192 -1.075  -0.592
2 O -2.218 0.472 -0.141  -0.750
3 C 1.405 -0.405 -0.027  -0.700
4 C 0.081 0.229 -0.277  0.545
5 C -1.179 -0.159 0.383  -0.097
6 H 1.404 -1.024 0.865  0.234
7 H 1.621 -1.046 -0.876  0.255
8 H -1.356 1.205 -0.942  0.492
9 H -0.614 0.381 1.281  0.166
10 H 2.208 0.320 0.045  0.246
11 H -1.273 -1.182 0.742  0.201

# 5
Below is 2 unconnected molecules or ions with the total composition C4H2F2O at a distorted geometry, with properties calculated with ωB97M-V with the def2-TZVPD basis set.

Properties
- Kohn-Sham gap: 9.658 eV

Last column: natural (NBO) charge in e.
Positions of all 9 atoms, in Å:
1 F 1.145 -1.004 -0.964  -0.317
2 F 1.354 -1.072 1.182  -0.294
3 O -1.597 -0.069 -0.687  -0.667
4 C 0.501 1.012 0.136  -0.614
5 C 1.066 2.023 -0.315  0.288
6 C -0.703 -0.007 0.283  0.222
7 C 0.710 -0.439 0.183  0.663
8 H -1.129 -0.198 -1.590  0.505
9 H -1.348 -0.247 1.774  0.215

# 6
Below is 3 unconnected molecules or ions with the total composition C18H41N2O9S, with properties calculated with ωB97M-V with the def2-TZVPD basis set.

Properties
- Kohn-Sham gap: 7.685 eV
- Net charge: -1

Last column: Löwdin charge in e.
Positions of all 71 atoms, in Å:
1 S -4.305 -1.546 1.177  0.389
2 O -3.771 -1.164 2.482  -0.388
3 O 2.019 1.703 6.187  -0.198
4 O 0.673 -0.974 1.698  0.120
5 O -5.604 -2.200 1.216  -0.382
6 O 2.116 1.784 -5.181  -0.195
7 O 0.097 -0.954 -0.444  -0.035
8 O -4.183 -0.507 0.139  -0.391
9 O -0.983 4.725 4.211  -0.187
10 O -0.604 -1.894 -4.630  -0.189
11 N -0.705 1.652 4.949  -0.046
12 N 2.453 -1.163 -4.871  -0.049
13 C -1.322 -0.932 -0.789  -0.131
14 C 1.771 -2.446 -5.010  -0.199
15 C 1.568 1.670 7.522  -0.130
16 C -1.635 2.332 4.053  -0.188
17 C 2.612 -0.405 -6.103  -0.221
18 C -1.175 3.606 3.354  -0.220
19 C -3.161 -2.832 0.604  -0.253
20 C 0.527 1.183 4.326  -0.209
21 C 0.441 -1.592 0.699  -0.540
22 C -0.748 -0.488 -4.702  -0.095
23 C -3.056 -2.862 -0.919  -0.223
24 C 0.272 4.784 4.854  -0.115
25 C 3.108 0.999 -5.826  -0.224
26 C 0.332 -2.464 -5.519  -0.228
27 C 1.497 0.660 5.360  -0.208
28 C 2.391 2.100 -3.828  -0.108
29 C 0.672 -3.071 0.638  0.014
30 C -1.795 -2.207 -1.505  -0.160
31 H 1.029 -0.118 5.971  0.121
32 H -2.227 -2.594 1.106  0.068
33 H -0.609 -0.116 -5.721  0.087
34 H 1.661 2.843 -3.514  0.090
35 H 0.493 5.835 5.053  0.081
36 H 1.070 4.372 4.230  0.085
37 H -0.477 2.266 5.719  0.067
38 H 2.164 2.387 8.087  0.082
39 H 3.330 1.483 -6.782  0.118
40 H -1.972 3.901 2.667  0.121
41 H -2.028 -1.927 -2.530  0.084
42 H -0.279 3.446 2.743  0.110
43 H 4.031 0.976 -5.238  0.120
44 H -1.759 -0.244 -4.376  0.091
45 H -3.932 -2.407 -1.369  0.101
46 H 2.298 1.229 -3.171  0.081
47 H 1.381 -3.307 -0.156  0.088
48 H -3.541 -3.768 1.006  0.089
49 H -1.925 -0.670 0.077  0.098
50 H -3.068 -3.907 -1.244  0.102
51 H 0.044 -3.515 -5.618  0.120
52 H 0.231 -2.018 -6.517  0.110
53 H 3.394 2.524 -3.717  0.086
54 H 0.513 1.955 7.611  0.078
55 H 1.675 -0.315 -6.670  0.105
56 H 2.347 0.212 4.838  0.120
57 H 1.949 -0.601 -4.197  0.073
58 H 1.773 -2.915 -4.022  0.118
59 H -0.243 -3.611 0.407  0.073
60 H 2.374 -3.086 -5.664  0.114
61 H 0.264 4.261 5.815  0.072
62 H 0.290 0.380 3.627  0.103
63 H -0.967 -2.905 -1.597  0.099
64 H 1.042 1.974 3.761  0.107
65 H -0.055 0.025 -4.029  0.075
66 H -1.388 -0.094 -1.476  0.117
67 H -1.950 1.616 3.288  0.125
68 H 1.703 0.678 7.965  0.083
69 H -2.526 2.576 4.636  0.120
70 H 3.339 -0.917 -6.741  0.121
71 H 1.045 -3.401 1.600  0.084